Molecular formula: C39H103N3O17
Method: DFT, ωB97M-V with the def2-TZVPD basis set

Properties
DFT total energy ... -2990.8047 Ha
SMILES string ... COCCNCCOC.COCCNCCOC.COCCNCCOC.CC(C)O.CC(C)O.CC(C)O.CC(C)O.CC(C)O.OCCO.OCCO.OCCO
Gap between HOMO and LUMO ... 8.910 eV
Multiplicity ... 1

Each line ends with the Mulliken charge.
Positions of all 162 atoms, in Å:
C 11.39 6.23 -5.03  -0.729
O 11.27 7.44 -4.30  -0.304
C 12.17 8.43 -4.74  -0.710
C 11.82 9.71 -4.01  -0.575
N 10.44 10.11 -4.33  -0.239
C 9.99 11.13 -3.38  -0.931
C 8.76 11.92 -3.83  -0.473
O 8.90 12.56 -5.07  -0.435
C 9.89 13.56 -5.07  -0.242
H 10.60 5.51 -4.92  0.248
H 12.37 5.79 -4.81  0.285
H 11.45 6.51 -6.10  0.315
H 12.04 8.58 -5.82  0.380
H 13.23 8.18 -4.58  0.392
H 12.44 10.52 -4.41  0.373
H 11.95 9.54 -2.94  0.352
H 9.87 9.28 -4.19  0.253
H 10.82 11.80 -3.13  0.461
H 9.74 10.62 -2.44  0.504
H 8.50 12.61 -3.03  0.151
H 8.00 11.13 -3.89  0.468
H 10.91 13.20 -5.23  0.436
H 9.88 14.15 -4.14  0.305
H 9.64 14.23 -5.90  -0.253
C 3.59 16.20 0.79  -0.876
O 4.64 15.91 -0.10  -0.183
C 4.25 16.17 -1.44  -0.328
C 5.29 15.69 -2.44  -0.467
N 6.24 16.72 -2.78  -0.056
C 6.94 16.47 -4.06  -0.687
C 8.21 17.31 -4.21  0.013
O 9.07 16.95 -3.15  -0.534
C 10.42 17.18 -3.55  -0.481
H 3.49 17.26 0.98  0.257
H 3.71 15.66 1.73  0.247
H 2.64 15.79 0.44  0.382
H 4.01 17.24 -1.57  -0.088
H 3.26 15.76 -1.70  0.494
H 4.80 15.27 -3.32  0.445
H 5.78 14.83 -1.94  0.106
H 6.96 16.82 -2.08  0.249
H 6.23 16.74 -4.85  0.326
H 7.14 15.39 -4.09  0.139
H 7.93 18.37 -4.26  0.092
H 8.52 17.10 -5.25  0.141
H 10.54 18.26 -3.62  0.406
H 10.62 16.68 -4.50  -0.031
H 11.16 16.84 -2.82  0.069
C 19.71 19.29 1.16  -0.780
O 18.76 18.62 0.37  -0.307
C 19.01 18.67 -1.04  -0.686
C 17.96 17.83 -1.77  -0.501
N 17.01 18.69 -2.47  -0.385
C 16.09 19.49 -1.67  -0.206
C 15.37 20.52 -2.52  -0.758
O 14.38 19.92 -3.32  -0.197
C 13.29 20.78 -3.60  -0.617
H 19.55 18.97 2.19  0.239
H 19.48 20.36 1.16  0.305
H 20.76 19.18 0.88  0.307
H 20.02 18.26 -1.17  0.514
H 19.00 19.70 -1.39  0.369
H 17.50 17.09 -1.11  0.194
H 18.49 17.24 -2.52  0.433
H 16.44 18.09 -3.06  0.242
H 16.62 19.97 -0.84  0.494
H 15.34 18.84 -1.19  -0.064
H 16.09 21.04 -3.15  0.307
H 14.90 21.20 -1.79  0.406
H 12.60 20.24 -4.23  0.026
H 13.66 21.69 -4.08  0.352
H 12.79 21.08 -2.68  0.334
C 6.80 20.08 -6.44  -1.315
C 7.07 21.47 -5.88  1.103
C 8.03 22.32 -6.71  -1.419
O 5.82 22.17 -5.78  -0.680
H 7.71 19.66 -6.89  0.202
H 6.13 20.04 -7.31  0.516
H 6.40 19.41 -5.68  0.234
H 7.55 21.32 -4.91  -0.003
H 8.64 21.72 -7.39  0.308
H 8.67 22.89 -6.04  0.345
H 7.43 22.98 -7.33  0.335
H 5.13 21.74 -6.30  0.338
C 13.52 16.02 0.65  -1.271
C 13.89 15.53 -0.75  0.327
C 14.63 14.19 -0.58  -1.510
O 12.66 15.21 -1.43  -0.313
H 12.93 15.26 1.15  0.312
H 12.97 16.96 0.62  0.315
H 14.44 16.22 1.22  0.477
H 14.47 16.25 -1.33  0.201
H 13.99 13.52 0.00  0.411
H 15.58 14.28 -0.06  0.408
H 14.78 13.80 -1.59  0.363
H 12.28 14.47 -0.94  0.239
C 2.00 19.13 -0.12  -0.841
C 1.59 20.16 0.95  0.344
C 2.40 21.43 0.84  -1.253
O 0.22 20.51 0.68  -0.582
H 3.09 19.07 -0.03  -0.003
H 1.71 19.58 -1.06  0.400
H 1.60 18.15 0.12  0.551
H 1.66 19.80 1.99  0.202
H 3.44 21.29 1.14  0.333
H 2.08 22.23 1.52  0.409
H 2.30 21.82 -0.18  0.203
H -0.29 19.70 0.80  0.341
C 11.48 15.94 -8.86  -1.464
C 11.18 16.58 -7.51  1.320
C 11.98 17.84 -7.23  -1.461
O 9.81 16.98 -7.46  -0.435
H 11.88 16.62 -9.61  0.316
H 10.64 15.36 -9.25  0.329
H 12.32 15.24 -8.77  0.417
H 11.38 15.82 -6.74  -0.117
H 11.63 18.32 -6.31  0.206
H 11.88 18.58 -8.02  0.413
H 13.04 17.59 -7.16  0.394
H 9.26 16.21 -7.69  0.052
C 4.57 19.99 -2.99  -0.506
C 4.12 21.39 -2.57  0.581
C 5.17 22.00 -1.66  -1.375
O 3.90 22.14 -3.76  -0.614
H 4.04 19.40 -3.73  0.571
H 4.58 19.34 -2.11  -0.191
H 5.59 20.01 -3.40  -0.172
H 3.14 21.10 -2.19  0.153
H 6.09 22.01 -2.24  0.376
H 5.26 21.42 -0.74  0.307
H 4.86 23.01 -1.41  0.323
H 4.75 22.11 -4.22  0.495
O 7.64 14.88 -8.09  -0.508
C 6.78 14.15 -7.17  0.339
C 5.34 14.61 -7.40  -0.442
O 5.27 16.03 -7.51  -0.547
H 7.83 14.36 -8.87  0.223
H 6.87 13.09 -7.42  0.461
H 7.27 14.40 -6.23  -0.475
H 4.67 14.29 -6.60  0.312
H 4.96 14.18 -8.34  0.302
H 6.16 16.27 -7.83  0.339
O 5.67 12.12 5.24  -0.536
C 5.37 13.02 4.20  -0.330
C 5.93 12.51 2.89  -0.059
O 7.32 12.18 3.08  -0.567
H 6.50 11.70 4.98  0.370
H 4.28 13.07 4.04  0.234
H 5.69 14.04 4.39  0.248
H 5.82 13.19 2.04  0.111
H 5.50 11.54 2.61  0.272
H 7.78 12.43 2.27  0.317
O 8.63 15.45 -0.92  0.103
C 9.46 16.00 0.11  0.769
C 9.15 15.31 1.43  -0.848
O 8.54 14.03 1.27  -0.578
H 8.92 15.89 -1.75  -0.039
H 10.49 15.77 -0.18  -0.442
H 9.29 17.08 0.15  0.298
H 8.52 15.93 2.07  0.285
H 10.01 15.15 2.08  0.393
H 7.93 14.14 0.52  0.366

---

Molecular formula: C24H22KN7O4S
Method: DFT, ωB97M-V with the def2-TZVPD basis set

Properties
DFT total energy ... -2610.2375 Ha
Gap between HOMO and LUMO ... 7.870 eV
Multiplicity ... 1

Each line ends with the Mulliken charge.
Positions of all 59 atoms, in Å:
K 0.46 1.22 -0.44  0.808
N -6.03 1.42 5.50  -0.584
C -4.93 1.29 4.66  1.083
C -4.27 0.06 4.54  -0.862
C -3.21 -0.08 3.66  -0.215
C -2.79 0.99 2.90  -0.323
C -3.43 2.22 3.01  -0.554
C -4.50 2.37 3.88  -0.815
S -1.46 0.81 1.75  1.854
O -0.70 -0.36 2.15  -0.706
O -0.71 2.06 1.79  -0.885
N -2.02 0.70 0.28  -0.481
C -2.66 -0.41 -0.17  0.387
N -3.26 -1.27 0.67  -0.340
C -3.91 -2.29 0.13  -0.130
C -3.99 -2.50 -1.23  -0.670
C -3.31 -1.57 -2.02  -0.092
N -2.65 -0.54 -1.52  -0.586
H -6.06 0.77 6.26  0.234
H -6.22 2.36 5.80  0.233
H -4.60 -0.78 5.13  0.265
H -2.71 -1.03 3.56  0.452
H -3.09 3.05 2.41  0.431
H -5.00 3.32 3.96  0.276
H -4.39 -2.97 0.83  0.413
H -4.52 -3.33 -1.66  0.379
H -3.30 -1.67 -3.10  0.406
O -1.47 3.72 -1.37  -0.099
C -0.41 4.05 -1.18  0.042
C 2.49 -0.78 2.32  -1.216
C 2.59 -1.18 0.87  0.738
C 3.77 -1.04 0.16  -0.901
C 3.89 -1.44 -1.17  -0.167
C 2.78 -1.97 -1.82  -0.209
N 2.82 -2.37 -3.18  -0.027
C 3.64 -1.99 -4.22  0.221
O 3.85 -2.75 -5.15  -0.692
N 4.23 -0.74 -4.22  -0.092
C 3.86 0.49 -3.64  0.274
C 4.78 1.53 -3.63  -0.489
C 4.42 2.74 -3.06  -0.686
C 3.16 2.86 -2.50  -0.272
N 2.27 1.87 -2.50  -0.375
C 2.60 0.72 -3.09  -0.485
C 1.58 -2.11 -1.13  0.147
C 1.49 -1.74 0.21  -0.918
H 3.37 -0.24 2.64  0.368
H 2.38 -1.66 2.95  0.337
H 1.60 -0.17 2.49  0.188
H 4.64 -0.62 0.66  0.352
H 4.83 -1.35 -1.69  0.499
H 2.40 -3.27 -3.39  0.269
H 4.86 -0.68 -5.00  0.248
H 5.76 1.38 -4.05  0.432
H 5.11 3.57 -3.04  0.390
H 2.84 3.78 -2.02  0.414
H 1.85 -0.05 -3.11  0.880
H 0.72 -2.52 -1.64  0.462
H 0.56 -1.86 0.74  0.389

---

Molecular formula: C25H26N3O2
Method: DFT, ωB97M-V with the def2-TZVPD basis set

Properties
DFT total energy ... -1282.7561 Ha
Net charge ... +1
SMILES string ... C=CC[NH2+]CC(=O)N1N=C(c2ccc3ccccc3c2)C[C@@H]1c1ccc(OC)cc1
Gap between HOMO and LUMO ... 7.531 eV
Multiplicity ... 1

Each line ends with the Mulliken charge.
Positions of all 56 atoms, in Å:
C -1.16 -4.76 2.08  -0.826
C -1.57 -3.98 1.10  -0.255
C -0.92 -2.68 0.76  -0.270
N -0.12 -2.77 -0.50  -0.026
C -0.94 -2.84 -1.72  -0.939
C -1.63 -1.49 -2.02  0.875
O -2.75 -1.43 -2.46  -0.574
N -0.87 -0.40 -1.78  0.269
N 0.40 -0.44 -1.27  -0.582
C 0.91 0.75 -1.23  0.427
C 2.23 1.03 -0.76  0.883
C 2.69 2.37 -0.67  -0.961
C 3.96 2.64 -0.24  -1.265
C 4.84 1.61 0.14  0.980
C 6.15 1.87 0.58  -0.726
C 6.98 0.84 0.93  -0.551
C 6.54 -0.49 0.85  -0.565
C 5.28 -0.78 0.43  -0.804
C 4.39 0.26 0.06  0.519
C 3.09 0.00 -0.39  -0.340
C -0.06 1.79 -1.74  -0.998
C -1.34 0.98 -2.01  -0.851
C -2.47 1.30 -1.06  0.238
C -3.72 1.68 -1.54  -0.622
C -4.75 1.95 -0.67  -0.697
C -4.56 1.85 0.71  0.887
O -5.63 2.14 1.47  -0.459
C -5.52 2.08 2.88  -0.820
C -3.31 1.46 1.20  -0.880
C -2.28 1.19 0.31  -0.359
H -1.65 -5.69 2.31  0.294
H -0.32 -4.50 2.71  0.249
H -2.43 -4.26 0.50  0.342
H -0.24 -2.38 1.56  0.507
H -1.67 -1.90 0.62  0.107
H 0.50 -3.57 -0.44  0.402
H 0.42 -1.81 -0.67  0.549
H -0.30 -3.08 -2.58  0.422
H -1.72 -3.60 -1.65  0.307
H 2.04 3.18 -0.96  0.397
H 4.30 3.67 -0.18  0.395
H 6.49 2.89 0.64  0.417
H 7.99 1.05 1.27  0.408
H 7.22 -1.29 1.13  0.402
H 4.94 -1.80 0.36  0.390
H 2.76 -1.02 -0.46  0.390
H 0.33 2.26 -2.65  0.477
H -0.23 2.57 -1.00  0.436
H -1.69 1.06 -3.04  0.758
H -3.88 1.75 -2.61  0.407
H -5.72 2.25 -1.04  0.450
H -4.77 2.78 3.25  0.330
H -6.50 2.37 3.26  0.245
H -5.29 1.07 3.21  0.328
H -3.13 1.37 2.26  0.401
H -1.32 0.90 0.71  0.484

---

Molecular formula: C50H40FN7O7PS2Zr
Method: DFT, ωB97M-V with the def2-TZVPD basis set

Properties
DFT total energy ... -4124.1771 Ha
Net charge ... +1
Gap between HOMO and LUMO ... 7.283 eV
Multiplicity ... 1

Each line ends with the Mulliken charge.
Positions of all 109 atoms, in Å:
Zr -0.28 0.12 0.52  -0.302
O -1.08 -0.45 4.57  -0.700
C -0.78 -0.63 3.42  0.190
O -0.99 0.20 2.43  0.304
C -0.11 -1.91 2.98  0.363
C 0.16 -2.90 3.94  -1.245
C 0.68 -4.08 3.50  -1.003
C 0.91 -4.28 2.12  1.136
C 1.41 -5.50 1.62  -0.921
C 1.60 -5.67 0.28  -0.825
C 1.28 -4.62 -0.62  -0.657
C 0.81 -3.43 -0.15  -0.255
C 0.62 -3.22 1.23  -0.744
N 0.14 -2.02 1.69  1.164
H -0.07 -2.69 4.97  0.651
H 0.91 -4.88 4.20  0.488
H 1.63 -6.30 2.31  0.439
H 1.97 -6.61 -0.11  0.408
H 1.41 -4.77 -1.68  0.577
H 0.54 -2.64 -0.83  0.759
N 2.22 2.69 1.23  0.186
P 1.49 1.59 2.32  2.206
C 2.87 1.06 3.35  -0.057
C 3.55 1.96 4.18  -0.281
C 4.63 1.52 4.93  -0.845
C 5.03 0.19 4.86  -0.568
C 4.37 -0.70 4.03  -0.834
C 3.29 -0.26 3.27  -0.152
C 0.49 2.68 3.39  0.286
C -0.32 3.62 2.75  -0.499
C -1.22 4.37 3.49  -0.734
C -1.33 4.18 4.86  -0.628
C -0.53 3.23 5.49  -0.790
C 0.37 2.48 4.76  -0.489
C 1.82 2.78 -0.08  0.092
C 2.57 3.58 -0.96  -1.074
C 2.17 3.71 -2.25  -0.784
C 1.01 3.06 -2.68  -1.231
C 0.33 2.30 -1.76  -0.643
N 0.72 2.13 -0.47  1.408
H 3.12 3.08 1.45  0.370
H 3.22 2.99 4.26  0.470
H 5.15 2.21 5.58  0.421
H 5.87 -0.15 5.45  0.391
H 4.69 -1.73 3.97  0.464
H 2.78 -0.95 2.60  0.234
H -0.28 3.76 1.68  0.129
H -1.85 5.09 2.98  0.481
H -2.03 4.76 5.44  0.407
H -0.62 3.07 6.56  0.402
H 0.96 1.72 5.26  0.437
H 3.46 4.07 -0.59  0.526
H 2.74 4.32 -2.94  0.439
H 0.63 3.15 -3.68  0.594
H -0.58 1.80 -2.04  0.237
C 4.28 -1.54 -5.49  -1.855
C 2.97 -2.30 -5.50  0.486
C 2.30 -2.24 -6.85  -0.948
C 1.04 -3.10 -6.86  -1.121
C 0.12 -2.66 -5.75  0.946
C -1.24 -2.85 -5.84  -0.720
C -2.09 -2.42 -4.81  -0.132
F -3.40 -2.64 -4.97  -0.352
C -1.62 -1.79 -3.70  -0.948
C -0.24 -1.59 -3.59  1.132
C 0.29 -0.95 -2.41  0.039
O -0.52 -0.53 -1.51  0.652
C 1.67 -0.81 -2.31  0.791
C 2.47 -1.23 -3.35  -0.542
N 2.01 -1.80 -4.45  0.256
C 0.63 -2.02 -4.60  -1.039
C 2.33 -0.24 -1.10  -0.222
O 3.41 0.31 -1.19  -0.719
O 1.66 -0.42 0.01  0.070
H 4.87 -1.88 -6.33  0.441
H 4.88 -1.70 -4.59  0.541
H 4.11 -0.46 -5.61  0.373
H 3.17 -3.35 -5.26  0.176
H 3.00 -2.59 -7.60  0.374
H 2.05 -1.20 -7.08  0.339
H 1.32 -4.15 -6.72  0.346
H 0.52 -3.03 -7.81  0.468
H -1.66 -3.33 -6.71  0.525
H -2.29 -1.44 -2.92  0.817
H 3.54 -1.08 -3.26  0.649
N -7.66 1.10 3.47  -0.486
C -6.60 0.84 2.65  1.204
C -5.29 0.80 3.16  -1.246
C -4.22 0.52 2.35  -0.589
C -4.45 0.25 0.99  -0.559
C -5.74 0.29 0.47  -0.491
C -6.80 0.57 1.29  -0.886
S -3.13 -0.01 -0.09  2.360
O -3.68 -0.29 -1.38  -0.715
O -2.20 -1.03 0.47  -0.754
N -2.13 1.26 -0.03  0.557
C -2.57 2.51 -0.48  -0.142
S -4.02 2.75 -1.40  -0.027
C -3.70 4.43 -1.45  -0.417
C -2.53 4.68 -0.81  -0.949
N -1.89 3.59 -0.26  -0.061
H -7.49 1.46 4.39  0.208
H -8.56 1.30 3.07  0.206
H -5.13 0.99 4.22  0.370
H -3.22 0.52 2.76  0.346
H -5.89 0.07 -0.58  0.605
H -7.81 0.58 0.88  0.311
H -4.36 5.12 -1.93  0.473
H -2.08 5.66 -0.70  0.461